{
  "formula": "C3H8NO2",
  "method": "ωB97M-V with the def2-TZVPD basis set",
  "elements": ["H", "H", "H", "H", "C", "C", "C", "H", "H", "O", "O", "H", "N", "H"],
  "coordinates": [[0.528, 0.495, 1.580], [-2.074, 1.060, 0.007], [-1.284, -1.701, 0.220], [-0.926, 2.188, 0.603], [-1.260, 1.133, 0.797], [-0.158, 0.111, 0.747], [0.553, 0.056, -0.624], [-1.734, 1.012, 1.798], [-1.197, -1.277, 1.926], [0.726, -1.078, -1.046], [1.125, 1.088, -1.156], [1.520, 0.860, -2.058], [-0.701, -1.279, 1.015], [0.109, -1.905, 0.974]],
  "forces_ev_per_angstrom": [[-0.45, -1.44, -1.14], [0.93, -0.59, 0.86], [0.55, 1.27, 1.24], [0.20, -1.09, 0.73], [-2.12, 0.98, -0.56], [0.34, 2.35, -0.45], [1.33, -3.35, 0.69], [0.10, 0.70, -0.67], [0.32, -0.37, -0.68], [-0.66, 0.49, -0.27], [-0.04, 1.29, -1.03], [-0.60, 0.10, 1.58], [0.09, -0.20, -0.84], [0.01, -0.16, 0.54]],
  "nbo_charge": [0.278, 0.243, 0.476, 0.281, -0.655, -0.156, 0.775, 0.226, 0.454, -0.613, -0.631, 0.541, -0.691, 0.471],
  "spin_multiplicity": 1,
  "lumo_ev": -3.758,
  "smiles": "C[C@@H]([NH3+])C(=O)O",
  "e_homo_ev": -15.355,
  "de_lowest_kj_mol": 97.7,
  "total_charge": 1,
  "homo_lumo_gap_ev": 11.60
}

{
  "formula": "C4H9N2",
  "method": "ωB97M-V with the def2-TZVPD basis set",
  "elements": ["H", "H", "H", "H", "C", "C", "H", "H", "H", "N", "H", "C", "C", "H", "N"],
  "coordinates": [[-0.696, -1.690, -0.052], [1.671, 2.020, 0.448], [-0.595, 1.621, 0.879], [2.629, -1.646, -0.923], [-1.398, -0.887, 0.179], [2.298, -1.066, 0.047], [-1.202, 0.251, -1.547], [-2.445, -1.243, -0.118], [2.557, -1.377, 1.045], [-1.119, 0.374, -0.547], [-1.369, -0.749, 1.299], [-0.336, 1.373, -0.106], [1.182, 1.196, 0.037], [-0.451, 2.359, -0.638], [1.758, 0.110, 0.008]],
  "forces_ev_per_angstrom": [[0.01, 0.00, -0.09], [1.41, 1.66, -0.11], [-0.44, 0.60, 1.95], [-0.59, 1.49, 2.03], [-1.16, 0.23, 0.46], [-0.24, 2.18, -2.02], [0.04, 0.19, 0.16], [1.50, 0.51, 0.56], [-0.36, -0.82, 0.23], [-1.71, -2.81, -1.40], [-0.16, 0.13, -1.18], [1.65, 2.02, -0.45], [-1.96, -0.52, 0.34], [0.02, -0.97, 0.12], [1.98, -3.91, -0.59]],
  "nbo_charge": [0.178, 0.240, 0.237, 0.271, -0.426, 0.049, 0.391, 0.236, 0.244, -0.626, 0.210, -0.251, 0.244, 0.255, -0.252],
  "spin_multiplicity": 1,
  "lumo_ev": -5.377,
  "smiles": "C=[N+]=CCNC",
  "e_homo_ev": -13.066,
  "de_lowest_kj_mol": 337.2,
  "total_charge": 1,
  "homo_lumo_gap_ev": 7.69
}

{
  "formula": "C4H9NO",
  "method": "ωB97M-V with the def2-TZVPD basis set",
  "elements": ["H", "N", "C", "H", "C", "H", "H", "H", "O", "C", "H", "H", "H", "H", "C"],
  "coordinates": [[1.845, 0.638, 1.852], [0.766, -1.029, -0.371], [0.916, 0.849, 1.313], [0.729, 1.928, 1.362], [-1.560, -0.111, -0.410], [-1.653, 0.480, 0.514], [0.107, 0.328, 1.832], [-1.136, -1.887, 0.115], [-1.944, -1.448, -0.199], [-0.135, -0.027, -0.947], [-2.254, 0.321, -1.138], [1.857, 0.830, -0.669], [-0.046, 0.145, -2.019], [1.392, -1.416, -1.070], [1.028, 0.385, -0.117]],
  "forces_ev_per_angstrom": [[-0.12, 0.03, -0.09], [0.20, -0.18, -0.06], [-0.04, -0.01, 0.03], [0.02, -0.15, -0.01], [0.05, 0.41, -0.07], [0.00, -0.13, -0.12], [0.11, 0.07, -0.08], [-0.16, -0.02, -0.05], [0.12, -0.18, 0.12], [-0.17, 0.09, -0.14], [0.11, -0.05, 0.08], [-0.13, -0.08, 0.07], [-0.02, -0.04, 0.18], [-0.09, 0.05, 0.09], [0.11, 0.19, 0.05]],
  "nbo_charge": [0.217, -0.625, -0.623, 0.214, -0.076, 0.157, 0.218, 0.483, -0.719, -0.113, 0.182, 0.191, 0.197, 0.363, -0.067],
  "spin_multiplicity": 1,
  "lumo_ev": 1.004,
  "smiles": "C[C@H]1N[C@H]1CO",
  "e_homo_ev": -9.889,
  "de_lowest_kj_mol": 188.0,
  "homo_lumo_gap_ev": 10.89
}

{
  "formula": "C21H21F7O21",
  "method": "ωB97M-V with the def2-TZVPD basis set",
  "elements": ["H", "C", "H", "H", "F", "F", "C", "O", "C", "C", "C", "H", "O", "O", "O", "H", "H", "H", "O", "C", "C", "H", "H", "C", "H", "C", "C", "C", "O", "O", "H", "O", "F", "H", "H", "H", "O", "C", "C", "H", "O", "O", "H", "C", "O", "O", "O", "C", "O", "H", "O", "F", "H", "C", "F", "C", "H", "O", "C", "F", "O", "O", "C", "C", "H", "O", "F", "C", "O", "H"],
  "coordinates": [[-8.819, -8.313, 6.252], [-12.877, -10.929, 13.758], [-9.082, -11.617, 11.069], [-10.373, -14.426, 9.467], [-12.623, -13.981, 9.950], [-9.758, -9.597, 13.579], [-7.252, -10.329, 12.744], [-13.412, -7.609, 13.701], [-16.295, -16.721, 8.470], [-9.054, -8.266, 8.391], [-9.365, -9.838, 12.278], [-14.693, -11.467, 14.901], [-18.305, -11.559, 6.160], [-17.221, -12.393, 7.912], [-16.073, -13.957, 10.435], [-10.622, -15.062, 7.858], [-18.717, -13.703, 7.645], [-20.230, -12.129, 6.784], [-7.824, -7.853, 9.012], [-13.366, -12.863, 10.257], [-15.987, -17.308, 9.878], [-14.092, -13.093, 11.028], [-13.412, -11.319, 12.894], [-19.279, -11.731, 7.133], [-9.789, -7.856, 9.085], [-12.380, -10.858, 9.765], [-16.071, -15.054, 9.982], [-13.879, -10.743, 14.904], [-8.665, -15.091, 8.598], [-12.451, -9.602, 13.550], [-18.986, -12.793, 9.099], [-7.966, -11.478, 12.911], [-19.507, -10.533, 7.760], [-9.229, -9.332, 8.255], [-9.931, -11.984, 12.477], [-16.733, -18.032, 10.201], [-12.410, -11.893, 10.632], [-18.609, -12.706, 8.087], [-9.057, -7.575, 7.019], [-10.338, -12.817, 7.006], [-13.176, -11.089, 8.734], [-8.032, -9.391, 12.143], [-15.028, -17.830, 9.834], [-13.405, -8.755, 13.993], [-16.135, -15.331, 8.676], [-14.245, -9.398, 14.864], [-6.708, -14.949, 7.535], [-17.086, -11.771, 6.729], [-8.021, -6.673, 7.132], [-13.904, -12.907, 8.139], [-15.894, -16.174, 10.704], [-13.239, -11.000, 16.107], [-12.126, -11.567, 14.218], [-7.319, -6.828, 8.285], [-17.568, -16.995, 8.082], [-9.934, -14.474, 8.476], [-15.613, -17.090, 7.705], [-6.104, -10.192, 12.984], [-13.979, -12.232, 8.995], [-9.380, -12.158, 8.658], [-8.337, -13.432, 7.181], [-6.406, -6.145, 8.586], [-9.597, -13.162, 7.719], [-9.144, -11.317, 12.121], [-10.017, -9.277, 11.617], [-16.069, -11.421, 6.260], [-10.248, -6.980, 6.798], [-7.812, -14.559, 7.725], [-11.790, -9.849, 9.970], [-15.022, -11.929, 9.056]],
  "forces_ev_per_angstrom": [[-0.35, 0.37, -0.52], [-1.12, 0.21, 1.53], [0.85, 0.30, 0.00], [0.07, 0.66, -0.03], [-0.49, -0.35, -0.01], [0.00, 0.11, -0.17], [0.51, -0.36, -0.57], [-0.65, -0.12, 0.35], [0.41, -0.39, 1.00], [-0.57, 0.65, 0.62], [0.24, 0.16, 0.29], [-0.46, 0.57, -0.21], [-0.51, 0.13, -0.34], [-0.18, 0.14, 0.70], [-0.19, 0.17, 0.08], [0.27, -0.23, -0.05], [-0.25, -0.03, 0.07], [0.12, 0.31, -0.58], [0.22, -0.41, -0.86], [0.62, 1.07, -1.05], [0.41, -0.50, -1.32], [0.30, -0.07, 0.26], [0.47, -0.16, -0.17], [-0.13, -0.51, 1.29], [-0.60, -0.17, -0.56], [-0.25, 0.83, 0.31], [0.59, -0.07, 0.71], [0.40, -0.65, 0.48], [-0.58, -0.62, 0.04], [-0.06, -0.36, -0.59], [0.45, 0.74, 0.23], [0.18, -0.02, -0.73], [-0.08, 0.09, -0.14], [0.67, -0.14, 0.50], [0.00, 0.40, 0.61], [-0.23, 0.35, 0.12], [-0.41, -0.56, 1.03], [0.07, -1.13, -1.17], [0.34, -1.29, 1.40], [0.24, 0.06, -0.23], [-0.12, -0.03, -0.43], [-0.40, 0.37, 0.42], [0.03, 0.18, 0.20], [1.05, 0.63, 0.01], [-0.42, -0.60, -1.07], [-0.27, -0.41, -0.48], [-0.42, 0.10, -0.30], [-0.43, 0.20, 0.45], [0.11, 0.81, -0.71], [0.04, -0.06, 0.12], [-0.46, 0.21, 0.42], [0.00, 0.32, -0.09], [0.47, 0.01, -0.80], [-0.11, -0.17, 0.39], [-0.10, 0.22, 0.00], [-0.28, 0.14, -0.66], [-0.12, 0.31, -0.14], [0.02, 0.01, 0.36], [-0.22, -0.63, -0.57], [-0.49, 0.17, -0.25], [-0.82, 0.22, -0.98], [0.26, 0.02, 0.11], [0.66, -0.50, 1.92], [-1.30, -0.72, -0.02], [0.01, -0.25, -0.18], [1.01, 0.04, -0.49], [0.00, 0.30, -0.36], [1.34, 0.03, 0.52], [0.57, -0.09, -0.15], [0.06, -0.03, 0.42]],
  "nbo_charge": [0.144, -0.129, 0.204, 0.232, -0.362, -0.351, 0.966, -0.537, 0.439, -0.137, 0.417, 0.165, -0.483, -0.489, -0.594, 0.185, 0.189, 0.176, -0.478, 0.434, -0.132, 0.197, 0.185, 0.432, 0.213, 0.976, 0.982, 0.434, -0.474, -0.476, 0.230, -0.485, -0.341, 0.205, 0.203, 0.222, -0.512, -0.130, 0.448, 0.179, -0.467, -0.486, 0.202, 0.967, -0.487, -0.481, -0.541, 0.970, -0.496, 0.214, -0.468, -0.356, 0.227, 0.972, -0.331, -0.132, 0.173, -0.542, -0.145, -0.365, -0.484, -0.547, 0.434, -0.136, 0.209, -0.551, -0.325, 0.966, -0.577, 0.238],
  "spin_multiplicity": 1,
  "lumo_ev": -0.542,
  "smiles": "O=C1OC[C@@H](F)O1.O=C1OC[C@@H](F)O1.O=C1OC[C@@H](F)O1.O=C1OC[C@@H](F)O1.O=C1OC[C@@H](F)O1.O=C1OC[C@@H](F)O1.O=C1OC[C@@H](F)O1",
  "e_homo_ev": -10.889,
  "de_lowest_kj_mol": 122.5,
  "homo_lumo_gap_ev": 10.35
}

{
  "formula": "C18H13N5OS",
  "method": "ωB97M-V with the def2-TZVPD basis set",
  "elements": ["C", "C", "C", "H", "H", "N", "N", "O", "H", "C", "C", "C", "C", "H", "C", "H", "C", "H", "C", "H", "C", "C", "N", "H", "C", "C", "H", "C", "C", "H", "C", "H", "N", "H", "C", "N", "S", "H"],
  "coordinates": [[2.983, 3.112, 1.072], [-2.119, -3.035, 0.165], [-5.283, -3.937, -2.858], [-5.934, -4.514, -3.494], [1.364, 3.303, 2.460], [0.306, -0.303, 1.611], [-3.580, -3.845, -1.250], [1.989, -0.428, 0.195], [-4.299, -5.649, -1.997], [-5.354, -2.527, -2.871], [2.580, 5.079, 2.338], [3.959, 1.697, -0.389], [-3.620, -2.447, -1.234], [3.939, 6.707, 2.031], [2.214, 3.791, 2.013], [2.003, 5.631, 3.066], [4.098, 3.744, 0.479], [-2.369, -5.231, -0.164], [1.946, 0.797, 0.801], [-6.064, -2.043, -3.522], [4.461, 5.043, 0.812], [-1.037, -2.882, 1.162], [0.954, 0.875, 1.636], [-1.163, -1.977, 1.751], [-4.533, -1.787, -2.068], [-2.622, -4.210, -0.361], [4.235, 0.866, -1.008], [-4.396, -4.574, -2.046], [2.914, 1.800, 0.499], [-0.948, -3.765, 1.791], [0.930, -1.051, 0.755], [5.477, 3.039, -0.965], [4.665, 2.858, -0.400], [5.315, 5.520, 0.356], [3.686, 5.696, 1.747], [-2.736, -1.965, -0.381], [0.594, -2.682, 0.317], [-4.555, -0.710, -2.049]],
  "forces_ev_per_angstrom": [[0.31, 0.06, -0.22], [-0.37, -0.49, -0.31], [0.19, -0.36, 0.17], [-0.01, -0.11, -0.02], [-0.09, -0.01, 0.07], [-0.37, -1.46, -0.37], [-0.07, 0.75, -0.08], [-0.01, 0.09, 0.01], [0.02, -0.01, 0.02], [0.18, 0.40, 0.19], [-0.15, -0.02, 0.11], [-0.46, -0.28, 0.23], [0.26, -0.27, 0.21], [0.03, 0.08, 0.01], [0.01, 0.11, 0.04], [-0.06, 0.03, 0.06], [-0.43, 0.14, 0.41], [-0.01, -0.23, 0.00], [-0.70, -0.15, 0.51], [-0.05, 0.08, -0.05], [0.05, 0.06, -0.01], [0.44, 0.03, -0.19], [1.09, 1.37, -0.28], [-0.10, -0.13, 0.11], [-0.41, -0.11, -0.39], [0.64, 0.05, 0.68], [0.06, -0.11, -0.10], [-0.58, -0.27, -0.55], [0.64, 0.04, -0.49], [0.01, 0.11, 0.07], [-0.44, 0.32, 0.59], [-0.12, -0.05, 0.07], [0.35, 0.07, -0.25], [0.08, 0.07, -0.03], [0.14, 0.05, -0.09], [-0.02, 0.47, 0.00], [-0.08, -0.44, -0.15], [0.00, 0.11, 0.01]],
  "nbo_charge": [-0.004, 0.115, -0.264, 0.226, 0.243, -0.335, -0.301, -0.420, 0.214, -0.210, -0.219, 0.034, 0.306, 0.212, -0.208, 0.212, 0.113, 0.216, 0.461, 0.220, -0.240, -0.533, -0.294, 0.291, -0.203, -0.129, 0.221, 0.020, -0.221, 0.232, 0.287, 0.416, -0.510, 0.212, -0.212, -0.457, 0.274, 0.237],
  "spin_multiplicity": 1,
  "lumo_ev": 0.647,
  "smiles": "c1ccc2c(-c3nnc(SCc4cn5ccccc5n4)o3)c[nH]c2c1",
  "e_homo_ev": -7.639,
  "de_lowest_kj_mol": 0.0,
  "homo_lumo_gap_ev": 8.29
}

{
  "formula": "C4H9NO",
  "method": "ωB97M-V with the def2-TZVPD basis set",
  "elements": ["C", "H", "H", "H", "H", "H", "C", "H", "H", "C", "C", "O", "N", "H", "H"],
  "coordinates": [[0.482, 0.021, -1.222], [0.600, -1.992, -2.079], [1.529, -0.040, -0.969], [1.068, 0.203, 1.709], [-1.009, -1.407, 2.224], [-1.328, 0.790, -0.243], [0.014, 0.013, 1.508], [0.383, 0.682, -2.073], [-0.373, -1.828, -0.589], [-0.228, 0.808, -0.048], [-0.092, -1.352, -1.529], [0.205, 1.956, 0.095], [-0.272, -1.240, 1.539], [-0.587, 0.630, 2.155], [-0.983, -1.272, -2.156]],
  "forces_ev_per_angstrom": [[-0.02, -0.83, 1.22], [0.11, 0.06, 0.20], [0.46, 0.01, 0.03], [0.34, 0.35, -1.54], [-0.95, -0.05, -0.90], [-0.12, -0.72, 1.08], [0.78, -0.68, 4.29], [-0.05, 0.30, -0.06], [0.07, -0.32, -0.18], [-0.53, 2.00, -5.70], [-0.42, 0.22, -0.05], [0.24, 0.44, 1.11], [0.49, -1.57, 0.34], [-0.32, 0.77, 0.05], [-0.08, 0.03, 0.09]],
  "nbo_charge": [-0.438, 0.221, 0.207, 0.245, 0.340, 0.146, -0.203, 0.227, 0.234, 0.263, -0.634, -0.515, -0.477, 0.183, 0.201],
  "spin_multiplicity": 1,
  "lumo_ev": -1.898,
  "e_homo_ev": -9.290,
  "de_lowest_kj_mol": 516.0,
  "homo_lumo_gap_ev": 7.39
}